i) ORCA calculation (ωB97M-V/def2-TZVPD) on a cluster of 2 separate species, C4H11NO in total.

## Properties
- <S²>: 0.75
- M: 89.138 g/mol
- Orbital gap (spin up / spin down): 10.2 / 5.5 eV
- Charge: +1
- Multiplicity: 2
- HOMO energy (spin up / spin down): -14.66 / -14.65 eV

Element x y z (Å)
C 1.94645 1.18905 0.30522
C 1.16409 0.13352 0.96513
O 1.10002 -0.98805 0.39288
N 0.49475 0.37171 2.05776
H 1.71694 2.20151 0.66725
H 1.76149 1.27835 -0.76916
H -0.11637 -0.34246 2.43856
H 0.68861 1.20435 2.59689
H 3.01255 1.04016 0.46519
C -2.75784 -0.24499 -1.86664
C -1.31001 -0.56035 -1.49539
H -3.33198 -1.07939 -2.25380
H -3.28561 0.27213 -1.06867
H -2.82311 0.48732 -2.67553
H -0.67950 0.12616 -2.06838
H -1.01209 -1.59868 -1.62944
H -1.07213 -0.34400 -0.45219



ii) ORCA calculation (ωB97M-V/def2-TZVPD) on the ion C4H11NO with charge +1.

## Properties
- <S²>: 0.75
- M: 89.138 g/mol
- Orbital gap (spin up / spin down): 11.7 / 7.0 eV
- Charge: +1
- Multiplicity: 2
- HOMO energy (spin up / spin down): -14.98 / -14.97 eV

Element x y z (Å)
C 1.15910 1.84550 0.76149
C 0.23689 1.43591 -0.38749
N -0.67444 0.38674 -0.02717
C -0.18274 -0.82673 0.58191
C -0.67158 -2.06765 -0.27530
O -0.93144 -1.86566 -1.63243
H 0.73008 2.56001 1.45176
H 2.10504 2.23246 0.40231
H 1.37202 0.97058 1.37853
H 0.91081 1.03807 -1.15942
H -0.35775 2.23146 -0.81186
H -1.58599 0.18756 -0.43517
H -0.50775 -0.97644 1.61258
H 0.90434 -0.86624 0.51036
H 0.06441 -2.85892 -0.18834
H -1.56744 -2.44221 0.21820
H -1.00356 -0.98445 -1.99998



iii) ORCA calculation (ωB97M-V/def2-TZVPD) on a cluster of 2 separate species, C4H11NO in total.

## Properties
- <S²>: 0.75
- M: 89.138 g/mol
- Orbital gap (spin up / spin down): 6.4 / 2.6 eV
- Charge: +1
- Multiplicity: 2
- HOMO energy (spin up / spin down): -11.67 / -11.63 eV

Element x y z (Å)
C 0.02583 1.01780 -1.94260
C 0.96947 2.29067 -1.73778
N 1.90322 2.01703 -0.69378
H 0.72982 0.19840 -2.12518
H -0.73908 0.94402 -2.71226
H -0.29902 0.72002 -0.94328
H 0.26847 3.12955 -1.58521
H 1.35808 2.58359 -2.73179
H 2.91019 1.90262 -0.79524
H 1.95744 2.73175 0.02226
C -0.88156 -1.56942 2.08887
C -1.34271 -2.86312 2.38232
O -1.67206 -3.74981 1.47970
H -0.54078 -0.94129 2.89427
H -0.73819 -1.16317 1.08468
H -1.43799 -3.07448 3.45892
H -2.47113 -4.17419 1.85610



Stability, descending: i), ii), iii)



i) ORCA calculation (ωB97M-V/def2-TZVPD) on a cluster of 2 separate species, C4H11NO in total.

## Properties
- <S²>: 0.75
- M: 89.138 g/mol
- Orbital gap (spin up / spin down): 9.7 / 4.8 eV
- Charge: +1
- Multiplicity: 2
- HOMO energy (spin up / spin down): -14.35 / -14.35 eV

Element x y z (Å)
C -1.03814 -2.09581 -1.38707
C -0.93209 -0.70105 -1.90913
H -0.47549 -2.89908 -1.93157
H -0.43413 -2.13947 -0.38095
H -1.91930 -2.54761 -1.19394
H -1.27111 -0.68487 -2.95202
H -0.01564 -0.21209 -1.74235
H -1.70666 -0.13848 -1.28584
C 0.75130 0.63472 2.33314
C 1.11841 1.07364 0.99595
O 1.99572 0.53653 0.39861
N 0.67535 2.26666 0.47976
H 0.18623 -0.29901 2.15216
H 0.28300 1.44990 2.93073
H 1.17961 2.77782 -0.23009
H -0.20887 2.59194 0.85449
H 1.81181 0.38625 2.86812



ii) ORCA calculation (ωB97M-V/def2-TZVPD) on a cluster of 2 separate species, C4H11NO in total.

## Properties
- <S²>: 0.76
- M: 89.138 g/mol
- Orbital gap (spin up / spin down): 7.8 / 5.0 eV
- Charge: +1
- Multiplicity: 2
- HOMO energy (spin up / spin down): -13.61 / -13.61 eV

Element x y z (Å)
C -0.97507 0.66737 2.55207
C -0.27770 0.02815 1.21280
N 1.19538 0.10898 1.03854
H -2.00168 0.23293 2.68269
H -0.47728 0.68012 3.46370
H -1.33720 1.73375 2.31358
H -0.47313 -1.03244 1.04485
H -0.74639 0.43573 0.36427
H 1.49409 -0.79776 0.62334
H 1.68943 0.03398 1.89253
C -0.59145 -0.15436 -2.66783
C 0.76329 -0.55212 -2.67950
O 1.71598 -0.20014 -1.71163
H -0.98858 -0.11774 -3.63977
H -1.28159 -0.38410 -1.89119
H 1.15999 -0.89118 -3.65665
H 1.13190 0.20883 -0.94180



iii) ORCA calculation (ωB97M-V/def2-TZVPD) on a cluster of 2 separate species, C4H11NO in total.

## Properties
- <S²>: 0.76
- M: 89.138 g/mol
- Orbital gap (spin up / spin down): 10.4 / 8.7 eV
- Charge: +1
- Multiplicity: 2
- HOMO energy (spin up / spin down): -13.77 / -15.18 eV

Element x y z (Å)
C -0.28708 1.64018 -0.06134
C -0.40038 0.20201 -0.46591
C -1.10614 -0.74204 0.29626
N -1.99861 -0.46722 1.22151
C 0.42901 -0.28899 -1.56702
H -1.11226 1.95973 0.57082
H -0.27221 2.23801 -0.97403
H 0.67506 1.79372 0.43750
H -0.76169 -1.76934 0.31303
H -2.29603 -1.15967 1.89441
H -2.28802 0.48956 1.37738
H -0.12295 -0.06091 -2.50177
H 0.49169 -1.37762 -1.57833
H 1.37888 0.21672 -1.69317
H 2.20611 -0.20725 1.03521
H 3.21008 -1.31385 0.82669
O 2.25453 -1.15304 0.86876



Stability, descending: iii), i), ii)



i) ORCA calculation (ωB97M-V/def2-TZVPD) on a cluster of 2 separate species, C2H3ClO2S in total.

## Properties
- M: 126.564 g/mol
- Orbital gap: 7.7 eV
- HOMO energy: -8.41 eV

Element x y z (Å)
C 0.54554 -0.98970 0.14411
C -1.39010 0.39427 -0.07219
O 0.31793 -2.13991 0.15747
O 0.04419 0.14740 0.14785
S 3.06526 -0.30072 0.12263
Cl 2.63924 1.67021 -0.12294
H -2.05449 -0.06110 0.76858
H -1.76650 -0.16447 -0.89243
H -1.40107 1.44402 -0.25309



ii) ORCA calculation (ωB97M-V/def2-TZVPD) on a cluster of 2 separate species, C2H3ClO2S in total.

## Properties
- M: 126.564 g/mol
- SMILES: C=C(O)Cl.O=S
- Orbital gap (spin up / spin down): 7.8 / 7.7 eV
- HOMO energy (spin up / spin down): -9.18 / -9.16 eV

Element x y z (Å)
C -0.49470 0.71968 0.75703
C -1.02959 -0.01137 -0.16683
O -1.73720 0.40130 -1.17402
Cl -0.50490 -1.80753 -0.34767
H 0.20917 0.23540 1.35204
H -0.67095 1.73595 0.91430
H -2.45075 -0.21895 -1.45443
O 3.71180 -0.55896 -0.57544
S 2.96712 -0.49553 0.69503



Stability, descending: i), ii)